(1)
The following is a DFT calculation (wB97M-V/def2-TZVPD) of a structure of composition C8H12 at a distorted geometry.

Geometry as ORCA input:
```
! wB97M-V def2-TZVPD RIJCOSX def2/J DEFGRID3
* xyz 0 1
C 1.8124 -1.6751 -0.5835
C 0.3976 -1.6184 0.1482
C -0.0368 -0.3377 0.5656
C -1.1847 -0.2103 1.3761
C -1.5039 0.3355 -1.4362
C -0.6142 0.5400 -0.2756
C -0.4178 2.0173 0.0976
C 0.7398 2.4929 0.6563
H 2.6203 -1.7486 0.1947
H 1.8788 -0.8530 -1.3584
H 1.7256 -2.5369 -1.1338
H 0.3813 -2.3022 0.8634
H -0.2932 -2.0212 -0.6478
H -1.2048 0.1239 2.4484
H -2.1309 -0.6672 1.0390
H -2.3046 0.9074 -1.7774
H -1.1064 -0.3895 -2.1045
H -1.1519 2.7461 -0.1164
H 1.3271 1.6323 1.1780
H 1.0664 3.5648 0.8664
*
```

Output
DFT total energy   -8481.803 eV
Orbital gap   5.4284 eV
Max |F|   7.14 eV Å⁻¹
Relative energy (zero: lowest compared OMol25 entry of this formula, charge and spin)   7.779 eV
Highest occupied orbital energy   -6.87 eV

(2)
The following is a DFT calculation (wB97M-V/def2-TZVPD) of the molecule C8H12 at a distorted geometry.

Geometry as ORCA input:
```
! wB97M-V def2-TZVPD RIJCOSX def2/J DEFGRID3
* xyz 0 1
C 0.4525 1.2363 0.2764
C -0.5990 2.3785 0.4833
C -1.9244 1.6463 0.2140
C 0.6658 -1.6325 -1.0630
C 0.4633 -1.3333 0.3425
C -0.1703 -0.0642 0.7146
C -1.6150 0.2412 0.3877
C 1.4915 -2.5729 -1.5882
H 0.7413 1.1604 -0.7000
H 1.3358 1.5458 0.8112
H -0.4875 2.8311 1.4838
H -0.3884 3.1996 -0.2247
H -2.8316 2.2189 0.1320
H -0.0334 -1.1347 -1.8367
H 1.3726 -1.2065 1.0200
H -0.0518 -2.2171 0.8440
H 0.1094 -0.0943 1.8180
H -2.4110 -0.4425 0.4578
H 1.6318 -2.7757 -2.5916
H 2.2486 -2.9844 -0.9813
*
```

Output
DFT total energy   -8487.774 eV
Orbital gap   9.9391 eV
Max |F|   5.56 eV Å⁻¹
SMILES   C=CC[C@@H]1C=CCC1
Relative energy (zero: lowest compared OMol25 entry of this formula, charge and spin)   1.809 eV
Highest occupied orbital energy   -8.79 eV

(3)
The following is a DFT calculation (wB97M-V/def2-TZVPD) of the molecule C8H12 at a distorted geometry.

Geometry as ORCA input:
```
! wB97M-V def2-TZVPD RIJCOSX def2/J DEFGRID3
* xyz 0 1
C 0.5681 0.5601 -0.4033
C -0.1134 1.9572 -0.1434
C -1.3961 1.4628 0.5370
C -1.5480 -0.1612 0.6995
C -1.0198 -1.4348 0.5928
C 0.3109 -1.9824 0.1880
C 1.4403 -1.5904 -0.4989
C 1.9410 -0.1147 -0.8316
H 0.5707 0.2300 0.6253
H -0.2105 0.0044 -0.8952
H 0.5628 2.5840 0.4306
H -0.4075 2.5174 -1.0347
H -2.1671 1.8623 -0.0775
H -1.6318 1.8795 1.5426
H -2.5215 -0.3187 1.2028
H -1.7579 -2.2260 0.7323
H 0.3356 -3.0510 0.4337
H 2.0364 -2.4162 -0.9299
H 2.8178 0.2599 -0.2812
H 2.1900 -0.0220 -1.8889
*
```

Output
DFT total energy   -8486.369 eV
Orbital gap   9.2670 eV
Max |F|   2.54 eV Å⁻¹
SMILES   C1=C\CCCC\C=C/1
Relative energy (zero: lowest compared OMol25 entry of this formula, charge and spin)   3.213 eV
Highest occupied orbital energy   -8.38 eV

(4)
The following is a DFT calculation (wB97M-V/def2-TZVPD) of a structure of composition C8H12AlBiCl2N2O4 at a distorted geometry.

Geometry as ORCA input:
```
! wB97M-V def2-TZVPD RIJCOSX def2/J DEFGRID3
* xyz 4 1
Al 1.4213 2.2098 -3.1018
Bi -0.0544 0.3542 -1.8759
Cl 2.3768 0.2131 -3.3290
Cl 0.1571 3.4035 -1.7737
C 1.1187 0.7151 0.0878
C 2.3157 2.5239 -5.0673
C 2.7377 3.7434 -3.6579
O 1.1184 0.6106 1.2519
O 2.7729 2.3603 -6.1339
O 3.0949 4.6725 -4.2899
C -3.6504 0.1166 1.2611
N -3.2405 -1.2608 1.4461
C -4.2919 -2.1487 1.9583
C -2.1354 -1.6722 0.7605
O -1.5621 -0.9371 -0.1161
N -1.6364 -2.9213 0.9258
C -1.9544 -3.8498 2.0159
C -0.4045 -3.0566 0.1506
H -4.5696 0.2872 1.8210
H -3.8274 0.3890 0.2002
H -2.9293 0.8183 1.7106
H -4.5525 -2.9383 1.2177
H -3.9771 -2.5246 2.9414
H -5.1348 -1.4879 2.1897
H -2.8719 -4.4446 1.7956
H -1.0872 -4.4990 2.1379
H -2.0695 -3.3981 3.0070
H -0.6540 -2.8288 -0.8921
H 0.2930 -2.2639 0.4929
H -0.0397 -4.0847 0.2533
*
```

Output
DFT total energy   -57092.389 eV
Orbital gap (alpha / beta)   5.8508 / 5.8867 eV
Max |F|   9.65 eV Å⁻¹
Relative energy (zero: lowest compared OMol25 entry of this formula, charge and spin)   3.951 eV
Highest occupied orbital energy (alpha / beta)   -23.16 / -22.79 eV

(5)
The following is a DFT calculation (wB97M-V/def2-TZVPD) of a structure of composition C8H12B2CdF14O4 at a distorted geometry.

Geometry as ORCA input:
```
! wB97M-V def2-TZVPD RIJCOSX def2/J DEFGRID3
* xyz -2 1
Cd -28.5974 -13.3418 -19.4027
C -26.4158 -11.6767 -18.6444
O -27.4302 -11.9389 -17.6614
O -26.5606 -12.6256 -19.5565
C -26.4735 -10.2179 -19.1100
F -25.8817 -9.4142 -18.1741
F -25.8502 -9.9868 -20.2617
F -27.7308 -9.7634 -19.2295
C -27.5292 -11.2733 -16.4195
C -28.2632 -12.2017 -15.4891
H -29.3031 -12.3126 -15.8196
H -27.8751 -13.2195 -15.4916
H -28.3531 -11.8277 -14.4631
H -28.0250 -10.3047 -16.5455
H -26.5200 -11.0732 -16.0242
H -25.4490 -11.8622 -18.1293
C -31.3416 -13.9308 -18.4044
O -31.2456 -14.3021 -19.7900
O -30.2306 -13.3485 -18.0076
C -32.6357 -13.1010 -18.2470
F -32.9114 -12.2949 -19.2626
F -33.7257 -13.9097 -18.0624
F -32.5912 -12.3677 -17.1057
C -31.8347 -15.5293 -20.1530
C -31.8521 -15.5669 -21.6865
H -32.6758 -14.9620 -22.0783
H -30.9171 -15.1898 -22.0938
H -32.0592 -16.5815 -22.0442
H -32.8675 -15.5789 -19.7966
H -31.2203 -16.3791 -19.8351
H -31.4729 -14.8526 -17.7940
B -27.4992 -16.2977 -18.7522
F -26.3643 -16.8302 -19.3664
F -28.2430 -15.5340 -19.7324
F -28.3415 -17.3400 -18.2941
F -27.1794 -15.4613 -17.6780
B -29.5624 -11.9705 -21.6646
F -30.8001 -11.8567 -22.2918
F -29.7682 -11.6240 -20.2784
F -29.0631 -13.3074 -21.6172
F -28.6147 -11.1067 -22.2016
*
```

Output
DFT total energy   -60659.057 eV
Orbital gap   8.4440 eV
Max |F|   2.34 eV Å⁻¹
Relative energy (zero: lowest compared OMol25 entry of this formula, charge and spin)   0.000 eV
Highest occupied orbital energy   -3.10 eV

(6)
The following is a DFT calculation (wB97M-V/def2-TZVPD) of a structure of composition C8H12BeF2NO12S2 at a distorted geometry.

Geometry as ORCA input:
```
! wB97M-V def2-TZVPD RIJCOSX def2/J DEFGRID3
* xyz -3 1
Be -0.6062 0.3503 -0.4411
N 3.1180 -1.7279 1.1404
S 3.1369 -0.2081 0.7431
O 4.0737 0.8025 1.2013
O 1.8645 0.3256 0.2859
F 3.7817 -0.5958 -0.7051
S 3.3454 -1.4546 2.7995
O 2.3890 -0.5074 3.3588
O 4.6360 -1.6336 3.4450
F 2.5678 -2.7570 3.3013
C -0.9905 4.5390 0.8957
C -0.4201 3.1762 0.5113
O -0.5008 2.2248 1.3215
O 0.0482 2.9197 -0.6484
H -1.4028 4.9989 0.0010
H -0.2368 5.1119 1.4388
H -1.7410 4.3202 1.6559
C 2.7133 -0.4820 -3.5395
C 1.5593 -1.1646 -2.8042
O 0.5348 -0.4817 -2.4894
O 1.6520 -2.3768 -2.5385
H 2.5237 -0.2301 -4.5833
H 3.6653 -0.9995 -3.3958
H 3.0156 0.4308 -3.0146
C -5.0842 0.6999 -1.6148
C -3.5933 0.6319 -1.3488
O -3.1364 -0.3144 -0.6377
O -2.8157 1.5661 -1.6606
H -5.5065 1.6944 -1.7718
H -5.6201 0.2866 -0.7585
H -5.4007 0.1358 -2.4957
C -1.2907 -3.2315 2.1154
C -0.7924 -2.0689 1.2828
O -0.1497 -2.3200 0.2440
O -0.9766 -0.8702 1.6469
H -2.1036 -2.9420 2.7875
H -0.5204 -3.7645 2.6784
H -1.7368 -4.0843 1.5934
*
```

Output
DFT total energy   -62054.084 eV
Orbital gap   6.4316 eV
Max |F|   7.43 eV Å⁻¹
Relative energy (zero: lowest compared OMol25 entry of this formula, charge and spin)   0.000 eV
Highest occupied orbital energy   0.47 eV

(7)
The following is a DFT calculation (wB97M-V/def2-TZVPD) of a structure of composition C8H12Br15O6PS at a distorted geometry.

Geometry as ORCA input:
```
! wB97M-V def2-TZVPD RIJCOSX def2/J DEFGRID3
* xyz 0 1
C -0.0142 0.8739 -0.8703
C -0.6763 -0.4300 -0.4879
O -2.1044 -0.4768 -0.6879
S -2.5268 -1.8820 -0.0708
O -3.6583 -2.4425 -0.7013
O -2.5660 -1.7427 1.3451
O -1.1989 -2.6576 -0.4985
C -0.2400 -1.7293 -1.1211
P 1.5072 -2.4484 -0.8386
O 1.3404 -3.4577 0.4061
O 2.2971 -1.1556 -0.2159
H -0.5946 1.4582 -1.5837
H 0.9809 0.7208 -1.2782
H 0.0642 1.4950 0.0204
H -0.4548 -0.5757 0.5777
H -0.3648 -1.7597 -2.2053
H 0.7613 -3.1410 1.1180
H 1.9774 -0.8765 0.6557
C 1.4352 4.7202 -1.8900
Br -0.2864 3.9651 -2.3194
Br 2.1380 4.0239 -0.2384
Br 2.6772 4.4932 -3.3377
H 1.2927 5.7812 -1.7499
C 0.6740 -2.2988 4.4005
Br 1.8632 -1.0245 3.5753
Br -0.0033 -1.6615 6.0782
Br -0.7451 -2.7598 3.1876
H 1.2491 -3.1909 4.5993
C 3.6813 2.8408 4.6261
Br 2.0190 3.6600 4.1154
Br 3.5574 1.9968 6.3476
Br 4.2932 1.6071 3.2833
H 4.4198 3.6247 4.7004
C -0.5192 -4.9408 -4.2092
Br 0.8064 -3.6768 -4.7993
Br -0.2113 -6.6894 -4.9473
Br -0.6423 -4.9791 -2.2923
H -1.4727 -4.6000 -4.5838
C -4.0810 3.9713 -1.6021
Br -5.8737 4.6091 -1.8619
Br -3.9254 2.8771 -0.0305
Br -3.4281 3.0442 -3.1570
H -3.4472 4.8344 -1.4582
*
```

Output
DFT total energy   -1091535.247 eV
Orbital gap   9.1196 eV
Max |F|   1.48 eV Å⁻¹
Highest occupied orbital energy   -9.37 eV

(8)
The following is a DFT calculation (wB97M-V/def2-TZVPD) of the molecule C8H12BrNO2 at a distorted geometry.

Geometry as ORCA input:
```
! wB97M-V def2-TZVPD RIJCOSX def2/J DEFGRID3
* xyz 0 1
C 1.4249 0.5474 0.1486
C 2.8961 0.7576 0.0208
C 0.5389 1.7865 0.2661
C -0.8243 1.5764 0.8137
C -1.3487 0.1730 0.8417
C -0.2869 -1.1290 0.0837
C -0.3425 -2.3210 0.9973
C -0.6858 -0.7272 -2.2334
N 1.0411 -0.6558 0.1249
O 3.4263 1.8533 -0.0375
O -0.7422 -1.5770 -1.1337
Br -3.2680 0.2300 0.2255
H 3.3766 -0.1113 -0.5756
H 1.1449 2.3908 1.0242
H 0.5966 2.3766 -0.6006
H -0.8373 2.0417 1.7198
H -1.4913 2.1500 0.1607
H -1.3464 -0.2433 1.8071
H 0.1242 -3.1653 0.5537
H -1.3991 -2.5183 1.2777
H -0.0858 -2.0874 1.9545
H -0.5887 -1.2753 -3.1461
H 0.1571 -0.1201 -2.1378
H -1.4795 0.0476 -2.1552
*
```

Output
DFT total energy   -84115.060 eV
Orbital gap   8.5579 eV
Max |F|   4.06 eV Å⁻¹
SMILES   CO[C@@]1(C)N=C(C=O)CC[C@H]1Br
Relative energy (zero: lowest compared OMol25 entry of this formula, charge and spin)   1.578 eV
Highest occupied orbital energy   -9.05 eV